# 1
# C15H29NO5

The molecule C15H29NO5 in a non-equilibrium geometry (ωB97M-V/def2-TZVPD, the Open Molecules 2025 dataset).

Properties
Structure (SMILES): CC(=O)OCCCCCCNC(=O)OOC[C@@H](C)C(C)C
Net charge: 0
LUMO energy in eV: 0.788
E in a.u.: -1019.780554
Relative energy (zero: lowest compared OMol25 entry of this formula, charge and spin) in kcal/mol: 60.0

Atoms and positions in Å:
C -2.41 -2.95 -0.31
C -2.21 -2.15 -1.56
O -1.16 -2.19 -2.21
O -3.27 -1.37 -1.96
C -3.16 -0.04 -1.39
C -3.51 0.99 -2.43
C -3.67 2.37 -1.83
C -2.39 2.90 -1.16
C -2.45 3.00 0.39
C -1.80 1.80 1.07
N -1.09 2.15 2.33
C -0.23 1.07 2.63
O -0.59 -0.01 3.06
O 1.08 1.38 2.38
O 1.79 0.17 2.07
C 2.12 0.22 0.67
C 3.49 -0.36 0.43
C 4.51 0.29 1.40
C 3.57 -1.89 0.54
C 2.48 -2.64 -0.24
C 4.93 -2.34 -0.03
H -2.61 -3.98 -0.60
H -3.20 -2.56 0.32
H -1.49 -2.95 0.26
H -2.13 0.11 -1.10
H -3.81 0.04 -0.53
H -4.42 0.70 -2.96
H -2.72 0.98 -3.18
H -4.50 2.39 -1.13
H -3.95 3.05 -2.63
H -2.25 3.92 -1.51
H -1.54 2.29 -1.45
H -1.95 3.92 0.68
H -3.49 3.04 0.67
H -1.09 1.30 0.42
H -2.57 1.07 1.30
H -1.78 2.12 3.07
H 1.33 -0.27 0.11
H 2.12 1.26 0.36
H 3.81 -0.07 -0.57
H 5.17 0.96 0.87
H 5.09 -0.45 1.93
H 4.01 0.89 2.15
H 3.58 -2.20 1.58
H 2.90 -3.09 -1.14
H 2.13 -3.47 0.36
H 1.62 -2.05 -0.50
H 4.94 -3.42 -0.15
H 5.02 -1.93 -1.03
H 5.77 -2.01 0.56

***

# 2
# C15H29NdOS

A structure of composition C15H29NdOS in a non-equilibrium geometry (ωB97M-V/def2-TZVPD, the Open Molecules 2025 dataset).

Properties
2S+1: 4
Net charge: +2
<S²>: 3.761
LUMO energy (alpha / beta) in eV: -7.103 / -6.945
E in a.u.: -1623.230419

Atoms and positions in Å:
C 1.81 2.53 -0.61
H 2.66 3.17 -0.89
H 1.96 1.60 -1.21
H 1.94 2.30 0.47
C 0.47 3.22 -0.88
H -0.29 2.49 -1.23
H 0.09 3.63 0.06
C 0.51 4.36 -1.90
H -0.45 4.87 -1.94
H 1.26 5.12 -1.65
H 0.74 4.00 -2.91
C -0.95 -2.09 -0.07
C -1.58 -1.22 -1.01
C -0.62 -0.88 -2.02
C 0.62 -1.53 -1.68
C 0.41 -2.27 -0.47
C 1.42 -3.09 0.26
C 1.89 -1.47 -2.47
C -0.88 -0.06 -3.23
C -3.00 -0.75 -0.92
C -1.63 -2.79 1.05
Nd 0.22 0.20 0.09
H 2.74 -1.83 -1.88
H 1.82 -2.10 -3.36
H 2.13 -0.45 -2.80
H 2.44 -2.87 -0.08
H 1.36 -2.90 1.34
H 1.24 -4.16 0.10
H -2.50 -2.22 1.40
H -2.01 -3.77 0.73
H -0.96 -2.95 1.90
H -3.16 0.17 -1.48
H -3.69 -1.51 -1.31
H -3.28 -0.56 0.13
H -0.09 0.67 -3.42
H -0.95 -0.70 -4.13
H -1.83 0.49 -3.15
C 0.75 -0.62 4.67
S -0.55 -0.34 3.45
C -0.80 1.45 3.53
O 0.36 -0.46 2.17
H 0.29 -0.71 5.65
H 1.47 0.21 4.64
H 1.26 -1.56 4.41
H 0.07 1.95 3.98
H -1.00 1.86 2.53
H -1.69 1.57 4.16

***

# 3
# C15H30BrFN3O2

A cluster of 2 separate species, C15H30BrFN3O2 in total in a non-equilibrium geometry (ωB97M-V/def2-TZVPD, the Open Molecules 2025 dataset).

Properties
Net charge: -1
LUMO energy in eV: 1.494
E in a.u.: -3578.088233

Atoms and positions in Å:
C 3.08 -2.45 2.04
C 2.01 -2.47 0.85
C 1.15 -1.14 0.82
F 1.59 -0.37 1.99
C 1.34 -0.28 -0.53
C 1.30 -1.13 -1.88
O 0.72 -2.19 -1.98
O 1.86 -0.64 -2.99
C 2.85 0.25 -0.41
C 3.00 1.76 -0.04
N 2.11 2.69 -0.80
C 1.03 2.02 -1.58
C 0.26 0.89 -0.74
C -0.98 0.56 -1.65
C -1.89 -0.63 -1.22
C -3.40 -0.12 -1.28
C -4.43 -1.20 -0.80
N -4.47 -1.19 0.68
C -0.22 1.62 0.57
N -1.18 0.89 1.40
C -1.31 1.58 2.70
H 2.61 -2.59 3.04
H 3.72 -3.37 1.87
H 3.78 -1.59 1.98
H 2.61 -2.65 -0.08
H 1.35 -3.34 1.07
H 0.03 -1.45 1.07
H 3.42 -0.31 0.39
H 3.43 0.08 -1.36
H 4.07 2.09 -0.13
H 2.77 1.86 1.06
H 1.71 3.38 -0.15
H 2.68 3.24 -1.46
H 1.35 1.66 -2.59
H 0.25 2.81 -1.76
H -0.72 0.43 -2.74
H -1.63 1.49 -1.63
H -1.82 -1.46 -1.95
H -1.73 -1.01 -0.19
H -3.68 0.18 -2.34
H -3.51 0.83 -0.68
H -5.46 -0.93 -1.18
H -4.16 -2.19 -1.26
H -4.87 -2.05 1.04
H -3.49 -1.20 0.98
H 0.61 1.97 1.24
H -0.74 2.58 0.23
H -2.10 0.95 0.96
H -1.65 2.64 2.49
H -2.12 1.11 3.32
H -0.34 1.63 3.26
Br -0.81 -3.20 0.35

***

# 4
# C15H30Cl2NO2

The ion C15H30Cl2NO2 with charge +1 (ωB97M-V/def2-TZVPD, the Open Molecules 2025 dataset).

Properties
Structure (SMILES): CCOC[C@]1([C@H](Cl)[C@H](C)Cl)CC[NH2+][C@H](CCCCO)C1
Net charge: +1
LUMO energy in eV: -3.182
E in a.u.: -1714.898392

Atoms and positions in Å:
C -3.44 -2.17 -3.37
C -3.26 -1.87 -1.89
O -2.11 -1.04 -1.68
C -1.17 -1.60 -0.82
C 0.11 -0.70 -0.76
C 1.20 -1.27 -1.75
Cl 0.59 -1.17 -3.42
C 1.71 -2.70 -1.38
C 3.03 -2.71 -0.61
Cl 1.95 -3.75 -2.81
C 0.62 -0.70 0.69
C 1.83 0.20 0.93
N 1.84 1.42 0.05
C 0.50 1.91 -0.48
C -0.24 2.78 0.55
C -1.12 2.15 1.65
C -0.48 1.90 3.01
C 0.19 3.13 3.63
O -0.10 3.28 5.01
C -0.30 0.75 -1.11
H -2.45 -2.31 -3.83
H -4.01 -3.09 -3.52
H -3.94 -1.36 -3.89
H -3.16 -2.80 -1.31
H -4.12 -1.33 -1.49
H -1.59 -1.69 0.20
H -0.90 -2.61 -1.15
H 2.09 -0.62 -1.76
H 0.94 -3.22 -0.80
H 3.79 -2.14 -1.14
H 3.38 -3.73 -0.51
H 2.92 -2.32 0.40
H -0.20 -0.37 1.33
H 0.88 -1.70 1.03
H 1.87 0.56 1.96
H 2.77 -0.32 0.73
H 2.27 2.19 0.55
H 2.44 1.24 -0.76
H 0.79 2.59 -1.28
H -0.88 3.41 -0.07
H 0.48 3.47 0.99
H -1.96 2.84 1.81
H -1.59 1.24 1.27
H 0.22 1.06 2.97
H -1.27 1.59 3.70
H 1.28 3.12 3.47
H -0.19 4.04 3.17
H 0.45 2.70 5.53
H -1.35 0.89 -0.83
H -0.29 0.87 -2.19

***

# 5
# C15H30Cl4F9N2O9S

A cluster of 8 separate species, C15H30Cl4F9N2O9S in total in a non-equilibrium geometry (ωB97M-V/def2-TZVPD, the Open Molecules 2025 dataset).

Properties
2S+1: 2
Net charge: -2
<S²>: 0.753
LUMO energy (alpha / beta) in eV: 3.920 / 3.914
E in a.u.: -4513.865300

Atoms and positions in Å:
N -0.48 0.31 -0.65
H -0.67 1.30 -0.81
H 0.49 0.12 -0.83
H -1.10 -0.22 -1.25
H -0.89 0.09 0.24
N -0.90 3.99 1.63
H -0.80 3.19 2.24
H -0.76 3.64 0.69
H -0.44 4.86 1.87
H -1.90 4.10 1.67
C -1.46 -0.39 4.46
F -1.49 0.48 5.52
F -0.29 -1.05 4.47
F -2.38 -1.34 4.58
S -1.85 0.45 2.79
O -1.19 1.74 2.85
O -1.17 -0.37 1.82
O -3.26 0.56 2.51
O -3.72 4.01 0.83
C -3.63 3.98 -0.57
C -2.70 2.99 -1.37
O -1.32 2.86 -1.03
H -3.32 4.93 -1.01
H -4.70 3.87 -0.75
H -2.73 3.23 -2.43
H -3.15 2.01 -1.22
C 2.32 1.22 3.53
C 3.10 0.25 2.66
O 4.05 0.87 1.81
C 3.74 1.26 0.51
O 2.70 1.09 -0.13
C 4.81 2.20 -0.12
F 4.21 3.35 -0.39
F 5.81 2.56 0.74
F 5.30 1.68 -1.29
H 2.93 1.66 4.32
H 1.49 0.78 4.08
H 1.81 1.99 2.95
H 2.50 -0.31 1.94
H 3.56 -0.56 3.21
C 1.17 -3.24 2.12
C 1.02 -3.04 0.63
O 1.41 -4.23 0.03
C 0.48 -5.15 -0.34
O -0.75 -4.86 -0.32
C 1.07 -6.55 -0.75
F 2.30 -6.72 -0.22
F 0.31 -7.56 -0.42
F 1.26 -6.55 -2.07
H 1.41 -2.33 2.68
H 1.84 -4.07 2.34
H 0.21 -3.47 2.58
H 1.69 -2.25 0.28
H 0.05 -2.64 0.33
Cl 1.95 0.89 -3.63
C 1.04 2.47 -3.82
C -0.42 2.48 -4.41
Cl -0.43 2.52 -6.15
H 1.64 3.23 -4.32
H 0.89 2.77 -2.78
H -1.00 3.33 -4.06
H -1.04 1.62 -4.14
Cl -0.62 -1.74 -3.06
C -1.61 -3.27 -3.20
C -3.15 -3.02 -2.83
Cl -3.21 -2.30 -1.23
H -1.27 -4.14 -2.63
H -1.58 -3.38 -4.28
H -3.76 -3.92 -2.85
H -3.42 -2.24 -3.54

***

# 6
# C15H30ClN5O8PS2W

A structure of composition C15H30ClN5O8PS2W in a non-equilibrium geometry (ωB97M-V/def2-TZVPD, the Open Molecules 2025 dataset).

Properties
2S+1: 2
Net charge: 0
<S²>: 0.756
LUMO energy (alpha / beta) in eV: -0.928 / -0.760
E in a.u.: -3130.168676
Relative energy (zero: lowest compared OMol25 entry of this formula, charge and spin) in kcal/mol: 79.0

Atoms and positions in Å:
W -0.78 0.43 1.07
C 2.52 1.32 1.47
C 1.58 2.51 1.54
N 0.34 2.09 2.22
C 0.58 1.86 3.66
C -0.31 0.75 4.17
N -0.37 -0.33 3.17
C 0.72 -1.34 3.23
C 1.98 -0.83 2.56
N 1.73 0.07 1.42
H 3.11 1.42 0.56
H 3.21 1.28 2.31
H 2.04 3.35 2.07
H 1.32 2.82 0.53
H -0.36 2.83 2.12
H 1.63 1.61 3.79
H 0.39 2.77 4.23
H 0.04 0.37 5.13
H -1.32 1.12 4.29
H -1.25 -0.82 3.32
H 0.91 -1.60 4.27
H 0.35 -2.22 2.73
H 2.60 -0.30 3.29
H 2.57 -1.69 2.23
H 1.93 -0.41 0.55
C -1.69 -1.75 -3.94
C -1.49 -0.25 -3.92
O -0.33 0.08 -3.16
P -0.39 1.09 -1.80
S 1.57 1.04 -1.64
S -1.99 0.01 -0.93
O -1.03 2.40 -2.48
C -0.58 2.89 -3.75
C 0.40 4.03 -3.57
H -2.49 -2.02 -4.64
H -1.95 -2.13 -2.95
H -0.77 -2.24 -4.27
H -2.38 0.28 -3.56
H -1.32 0.11 -4.95
H -1.48 3.24 -4.26
H -0.14 2.08 -4.33
H -0.05 4.84 -3.00
H 0.70 4.42 -4.55
H 1.29 3.68 -3.04
O -3.85 1.63 1.00
Cl -2.73 1.45 1.88
O -2.33 2.74 2.43
O -3.08 0.54 2.96
O -0.47 1.79 -0.11
C 1.43 -4.19 -1.96
N 0.53 -3.53 -1.01
C -0.69 -4.06 -0.72
C -1.55 -3.48 0.14
C -1.13 -2.22 0.66
O -1.82 -1.43 1.39
N 0.06 -1.72 0.39
C 0.99 -2.39 -0.36
O 2.16 -2.06 -0.45
H 0.83 -4.70 -2.70
H 2.08 -4.90 -1.45
H 2.04 -3.43 -2.43
H -0.94 -4.97 -1.25
H -2.52 -3.89 0.36

***

Among the records above, which one has the highest E? C15H29NO5